{
  "formula": "C23H27N9O7SSc",
  "method": "ωB97M-V/def2-TZVPD",
  "symbols": ["Sc", "S", "O", "O", "O", "O", "O", "O", "O", "N", "N", "N", "N", "N", "N", "N", "N", "N", "C", "C", "C", "C", "C", "C", "C", "C", "C", "C", "C", "C", "C", "C", "C", "C", "C", "C", "C", "C", "C", "C", "C", "H", "H", "H", "H", "H", "H", "H", "H", "H", "H", "H", "H", "H", "H", "H", "H", "H", "H", "H", "H", "H", "H", "H", "H", "H", "H", "H"],
  "positions_angstrom": [[-0.59984, -0.70690, 0.86796], [-1.94268, 8.17553, -1.76090], [-2.44829, 9.44014, -1.28761], [-2.91693, 7.09994, -1.81281], [-4.26873, 0.21477, -1.09489], [-1.03967, 8.23035, -2.89628], [-2.22999, -0.49711, -0.45221], [-0.67184, -1.74878, 2.52659], [1.30712, -0.77766, 1.43601], [-3.75899, 0.21316, 1.05109], [-0.39970, 1.55881, 0.82789], [-0.20311, -2.49874, -0.34403], [0.00483, 8.48442, 0.18236], [0.47637, -2.13213, 3.02642], [-0.77735, 6.30208, -0.25040], [0.20086, -4.49770, -1.70943], [-2.82972, -0.01730, 2.06927], [1.45887, -1.62185, 2.44669], [-0.46956, -5.29016, -4.26857], [-1.11639, 2.34631, -0.00123], [-0.82958, -5.57376, -1.79759], [1.34637, -4.56612, -2.65170], [-0.79333, 7.61625, -0.46128], [0.83396, -4.47749, -4.08527], [-3.90868, 0.04284, -2.49493], [3.84599, -1.19837, 2.33472], [0.51036, 2.17061, 1.61541], [-0.01129, -3.44151, -0.99354], [-0.67850, -6.29316, -3.13250], [-0.04643, 4.33712, 0.76420], [-0.98275, 3.70333, -0.05984], [3.00441, -2.80182, 3.95331], [0.71185, 3.53301, 1.61381], [5.13468, -1.42895, 2.79094], [-3.36819, -0.04829, -0.20088], [5.36130, -2.33387, 3.81681], [4.29654, -3.01792, 4.39341], [0.91195, 6.62000, 1.37606], [2.80317, -1.88753, 2.92766], [0.06095, 5.81373, 0.64953], [0.83653, 7.97992, 1.08129], [3.65438, -0.49761, 1.53594], [4.47264, -3.72554, 5.19290], [6.36874, -2.50855, 4.17079], [-3.12446, -0.80220, 2.64297], [-0.45779, -5.81011, -5.22430], [-2.77093, 0.80838, 2.65550], [-0.71503, -6.25439, -0.95494], [1.47658, 8.68887, 1.59638], [-4.70191, 0.51808, 1.24143], [5.96160, -0.89639, 2.34050], [0.66081, -3.43177, -4.34212], [1.62116, -4.83873, -4.74821], [1.09339, 1.53614, 2.26696], [-4.79182, 0.33687, -3.04706], [2.04607, -3.76915, -2.41330], [-3.65892, -0.99639, -2.68738], [-1.81123, -5.10475, -1.73192], [2.17011, -3.32767, 4.39629], [-1.82022, 1.85380, -0.65615], [-1.57780, -6.88603, -3.29665], [-1.32679, -4.61214, -4.29592], [0.15450, -6.99810, -3.08874], [-1.57346, 4.31223, -0.73644], [1.85167, -5.51136, -2.46588], [-3.07277, 0.68972, -2.74426], [1.59662, 6.24592, 2.12698], [1.46032, 3.95566, 2.27107]],
  "nbo_charge": [1.818, 2.400, -0.975, -1.012, -0.454, -0.990, -0.730, -0.599, -0.604, -0.446, -0.607, -0.604, -0.379, 0.199, -0.446, -0.454, -0.639, 0.206, -0.405, 0.034, -0.194, -0.199, 0.158, -0.418, -0.256, -0.229, 0.049, 0.668, -0.421, 0.167, -0.232, -0.227, -0.256, -0.191, 0.930, -0.170, -0.187, -0.295, 0.135, 0.121, 0.085, 0.247, 0.236, 0.235, 0.398, 0.238, 0.404, 0.218, 0.202, 0.427, 0.236, 0.217, 0.233, 0.211, 0.232, 0.229, 0.200, 0.207, 0.247, 0.190, 0.244, 0.204, 0.214, 0.306, 0.215, 0.209, 0.213, 0.238],
  "e_lumo_ev": -4.1,
  "total_charge": 1,
  "multiplicity": 1,
  "e_above_lowest_kcal_mol": 56.1,
  "e_homo_ev": -8.70,
  "homo_lumo_gap_ev": 4.611,
  "total_energy_ev": -83561.4751,
  "largest_force_ev_per_a": 2.08
}

---

{
  "formula": "C23H27NO6",
  "method": "ωB97M-V/def2-TZVPD",
  "symbols": ["O", "O", "O", "O", "O", "O", "N", "C", "C", "C", "C", "C", "C", "C", "C", "C", "C", "C", "C", "C", "C", "C", "C", "C", "C", "C", "C", "C", "C", "C", "H", "H", "H", "H", "H", "H", "H", "H", "H", "H", "H", "H", "H", "H", "H", "H", "H", "H", "H", "H", "H", "H", "H", "H", "H", "H", "H"],
  "positions_angstrom": [[1.82104, 3.26378, -0.02025], [5.62524, -1.31018, -0.04568], [-4.63803, -1.12810, 1.29025], [-0.52280, -2.52460, 0.08703], [4.95129, 0.34828, -1.39645], [1.97059, 1.22305, 1.98677], [-3.44502, -0.28342, -0.41148], [-2.51467, 1.71938, -1.45144], [3.34120, -1.20027, -0.58684], [6.94665, -0.80263, -0.13525], [0.91534, 1.26072, 1.11515], [-4.61679, -0.52503, 0.23568], [-7.10381, -0.31634, 0.43622], [-2.20628, -0.69600, 0.22532], [2.01237, 0.20366, 2.95477], [4.69321, -0.63254, -0.73764], [0.71223, -2.07172, -0.23659], [1.01336, -1.12678, -1.21686], [3.05254, -2.19910, 0.34308], [0.88019, 2.29852, 0.16195], [-1.67824, -1.97198, -0.49478], [-3.27457, 0.41081, -1.66708], [-0.24264, 2.41550, -0.64743], [2.31138, -0.69052, -1.37379], [-1.19279, 0.41791, 0.24702], [-5.88592, -0.01251, -0.42786], [-0.12199, 0.34123, 1.13202], [-1.28500, 1.50314, -0.61377], [1.75655, -2.62744, 0.51329], [3.17730, 3.00538, 0.28534], [2.06325, -0.78749, 2.49391], [0.24251, -0.68962, -1.82985], [-7.00308, 0.16158, 1.40671], [2.92357, 0.38369, 3.52368], [-4.24041, 0.60660, -2.12756], [7.28068, -0.79368, -1.17499], [-2.70601, -0.22898, -2.35153], [3.72570, 3.85017, -0.13044], [-2.46058, -0.98792, 1.25086], [1.15097, 0.25477, 3.62837], [-1.52008, -1.77565, -1.55981], [3.52363, 2.08374, -0.18846], [3.34995, 2.95030, 1.36115], [-0.27570, 3.25294, -1.32708], [-7.18956, -1.38713, 0.59868], [1.50882, -3.38132, 1.24469], [7.56876, -1.46581, 0.46035], [-2.25001, 2.15910, -2.41434], [6.98900, 0.21721, 0.25362], [-0.11039, -0.46759, 1.84450], [-2.44528, -2.74590, -0.39282], [-5.80046, 1.06566, -0.57984], [-8.00949, 0.04432, -0.04537], [-3.16308, 2.42972, -0.92885], [-5.99779, -0.49429, -1.40240], [2.54520, 0.06769, -2.10568], [3.84793, -2.61431, 0.94181]],
  "nbo_charge": [-0.501, -0.510, -0.630, -0.511, -0.610, -0.521, -0.445, -0.427, -0.235, -0.258, 0.299, 0.697, -0.595, -0.117, -0.254, 0.782, 0.430, -0.348, -0.143, 0.260, -0.063, -0.203, -0.232, -0.077, 0.030, -0.500, -0.322, -0.057, -0.313, -0.249, 0.185, 0.225, 0.218, 0.199, 0.221, 0.194, 0.188, 0.188, 0.261, 0.177, 0.169, 0.191, 0.187, 0.222, 0.219, 0.227, 0.194, 0.218, 0.192, 0.227, 0.208, 0.218, 0.204, 0.214, 0.219, 0.230, 0.231],
  "e_lumo_ev": 0.7,
  "multiplicity": 1,
  "e_above_lowest_kcal_mol": 52.3,
  "e_homo_ev": -7.99,
  "homo_lumo_gap_ev": 8.645,
  "total_energy_ev": -38064.3065,
  "smiles": "CCC(=O)N1CCc2cc(OC)c(OC)cc2[C@@H]1COc1ccc(C(=O)OC)cc1",
  "largest_force_ev_per_a": 0.68
}

---

{
  "formula": "C23H27NOS",
  "method": "ωB97M-V/def2-TZVPD",
  "symbols": ["S", "O", "N", "C", "C", "C", "C", "C", "C", "C", "C", "C", "C", "C", "C", "C", "C", "C", "C", "C", "C", "C", "C", "C", "C", "C", "H", "H", "H", "H", "H", "H", "H", "H", "H", "H", "H", "H", "H", "H", "H", "H", "H", "H", "H", "H", "H", "H", "H", "H", "H", "H", "H"],
  "positions_angstrom": [[-1.10114, 1.56634, 0.34961], [-0.03607, 1.28947, -0.61581], [-1.46716, 0.13021, 1.20054], [-5.04846, 1.49379, -0.60576], [2.84259, 4.17847, 0.80158], [1.32367, -2.92992, 1.08300], [3.81867, 1.02839, -1.25114], [3.42319, -0.44657, -1.16889], [0.07335, -3.12760, 1.71115], [-5.04609, 1.23646, -1.97213], [3.18997, 1.86717, -0.14129], [-6.32800, 1.13592, -2.74125], [3.73771, -2.66692, 0.02239], [4.16148, -1.19503, -0.06220], [-0.67194, -0.85023, 1.09132], [-2.34773, -3.56868, 3.02770], [-0.90518, -2.11679, 1.74941], [-2.66465, 1.43249, -0.57481], [-2.10807, -2.35607, 2.41644], [2.41378, -2.82163, 0.58207], [3.54227, 3.34677, -0.26638], [-3.86080, 1.59569, 0.09702], [-3.82800, 1.07967, -2.62636], [-1.38321, -4.56808, 2.98339], [-0.18450, -4.34989, 2.33452], [-2.63692, 1.17884, -1.93159], [-6.40342, 1.95659, -3.45419], [3.64462, -0.93055, -2.12459], [2.10646, 1.75514, -0.19558], [3.48491, 1.42656, -2.21197], [5.23627, -1.15161, -0.25688], [-2.84304, -1.56604, 2.43218], [3.75812, -3.11601, -0.97570], [-3.81611, 0.87856, -3.68794], [0.23019, -0.77761, 0.47257], [1.76397, 4.06710, 0.71440], [-7.18704, 1.17638, -2.07666], [3.24264, 3.70434, -1.25404], [4.90840, 1.11772, -1.21671], [-6.36329, 0.20422, -3.30358], [2.34595, -0.51398, -1.00551], [3.52000, 1.50539, 0.83499], [-3.28286, -3.74320, 3.53860], [3.97483, -0.71776, 0.90113], [4.44043, -3.21921, 0.65520], [0.57028, -5.12224, 2.30210], [3.09209, 5.23230, 0.69677], [-3.85673, 1.78742, 1.15885], [-5.98882, 1.61606, -0.08774], [-1.68237, 1.05962, -2.42269], [3.14035, 3.85213, 1.79612], [-1.56942, -5.51960, 3.45976], [4.62480, 3.47601, -0.18144]],
  "nbo_charge": [1.430, -0.982, -0.647, -0.216, -0.599, -0.072, -0.383, -0.396, -0.087, -0.001, -0.414, -0.629, -0.481, -0.376, 0.108, -0.217, -0.034, -0.291, -0.169, 0.069, -0.384, -0.183, -0.229, -0.189, -0.175, -0.139, 0.223, 0.195, 0.232, 0.201, 0.201, 0.231, 0.230, 0.212, 0.203, 0.202, 0.215, 0.192, 0.188, 0.221, 0.210, 0.184, 0.216, 0.205, 0.234, 0.221, 0.204, 0.223, 0.212, 0.234, 0.198, 0.216, 0.188],
  "e_lumo_ev": 0.0,
  "multiplicity": 1,
  "e_above_lowest_kcal_mol": 0.1,
  "e_homo_ev": -8.63,
  "homo_lumo_gap_ev": 8.653,
  "total_energy_ev": -38660.1624,
  "largest_force_ev_per_a": 1.25
}